{
  "formula": "H14O7",
  "method": "the ωB97M-V functional and the def2-TZVPD basis",
  "smiles": "O.O.O.O.O.O.O",
  "orbital_gap_ha": 0.3955,
  "e_homo_ev": -10.810,
  "de_lowest_kcal_mol": 29.2,
  "symbols": ["O", "O", "O", "O", "O", "O", "O", "H", "H", "H", "H", "H", "H", "H", "H", "H", "H", "H", "H", "H", "H"],
  "xyz": [[-0.79224, 0.64890, -0.04588], [1.42295, -0.07314, 1.70926], [-0.73565, -1.30809, -2.24362], [1.41538, -3.10678, -1.39900], [1.04044, 3.47377, 0.16320], [-2.35969, 2.97962, 0.46222], [0.12178, -2.44088, 2.80906], [-1.62575, -1.66461, -2.13509], [1.12561, 4.24845, -0.39963], [0.22801, 3.04017, -0.12664], [-2.65737, 3.10017, -0.44366], [0.66916, -2.53175, -1.62929], [-0.61384, 0.07638, -0.80316], [0.35623, -1.58247, 2.42153], [1.78344, 0.51115, 2.38582], [-0.45267, -2.86540, 2.16598], [2.17455, -0.58117, 1.38042], [-1.93050, 2.11167, 0.46321], [-0.71933, -0.91498, -3.12368], [1.66845, -3.53281, -2.22248], [-0.11895, 0.41181, 0.61141]],
  "atomic_forces_ev_per_a": [[0.1068, -0.0471, 0.1334], [0.0744, -0.0711, 0.0571], [-0.1367, 0.0448, -0.0402], [-0.1098, 0.1077, 0.0648], [0.0849, -0.0866, -0.1039], [0.0160, 0.1178, 0.0101], [-0.0097, 0.1323, -0.0400], [0.0388, 0.0264, 0.0005], [-0.0428, 0.0063, 0.0455], [-0.0500, 0.0183, 0.1323], [-0.0387, -0.0248, 0.0251], [0.1790, -0.1030, -0.0755], [-0.0796, -0.0084, -0.0292], [-0.0098, -0.1929, 0.0899], [-0.0671, 0.0607, -0.0675], [0.0235, 0.0078, 0.0003], [-0.0670, 0.0190, -0.0416], [-0.0165, -0.0739, -0.1344], [0.0295, -0.0329, 0.0282], [-0.0030, -0.0005, 0.0148], [0.0779, 0.1001, -0.0699]],
  "nbo_charge": [-1.007, -0.970, -0.964, -0.960, -0.951, -0.963, -0.959, 0.493, 0.464, 0.484, 0.458, 0.485, 0.494, 0.484, 0.496, 0.464, 0.496, 0.495, 0.492, 0.465, 0.503]
}

---

{
  "formula": "C10H24F5N4OReTe",
  "method": "the ωB97M-V functional and the def2-TZVPD basis",
  "total_charge": 3,
  "spin_multiplicity": 2,
  "orbital_gap_ha": [0.2634, 0.2666],
  "e_homo_ev": [-21.271, -20.878],
  "symbols": ["Re", "Te", "F", "F", "F", "F", "F", "O", "N", "N", "N", "N", "C", "C", "C", "C", "C", "C", "C", "C", "C", "C", "H", "H", "H", "H", "H", "H", "H", "H", "H", "H", "H", "H", "H", "H", "H", "H", "H", "H", "H", "H", "H", "H", "H", "H"],
  "xyz": [[-0.09178, -0.31159, 0.37340], [-2.73146, 0.11573, 1.69588], [-4.46802, 0.31280, 1.17653], [-3.15923, -0.31623, 3.42695], [-1.99311, 1.73968, 2.43205], [-0.80515, -0.49917, 2.35501], [-2.59194, -1.77750, 1.29922], [-1.97402, 0.47837, 0.09722], [-0.41783, -2.26430, -0.57498], [1.85472, -0.97254, 1.09019], [0.57069, 0.09995, -1.66859], [0.70095, 1.59452, 1.04204], [2.71509, 0.20987, 1.40716], [0.66829, -1.14594, -2.48540], [-0.41403, -2.12718, -2.04861], [0.38064, -3.35356, 0.01929], [1.86749, 2.27429, -1.12149], [1.85646, 1.35818, 1.93197], [1.89887, -3.27040, -0.10619], [0.84875, 2.58793, -0.02930], [2.64562, -2.00978, 0.38109], [1.75948, 0.95055, -1.90838], [1.79199, 3.10405, -1.83030], [2.20432, -3.46890, -1.13403], [3.47828, -0.04940, 2.14809], [-0.05546, 1.94862, 1.63234], [2.87737, 2.35173, -0.71536], [3.12587, -1.52231, -0.46901], [2.63794, 0.33630, -1.70596], [0.08701, -4.30304, -0.44621], [1.79913, 1.19238, -2.97559], [-0.24283, 0.62218, -2.02478], [-1.39638, -1.75803, -2.36015], [3.45264, -2.34178, 1.04293], [1.66213, -1.57517, -2.34456], [-0.25337, -3.09256, -2.54031], [1.58998, -1.37997, 1.99941], [0.54792, -0.92524, -3.55111], [2.47723, 2.25470, 2.03102], [2.27070, -4.13193, 0.45760], [1.47822, 1.10867, 2.92796], [-1.38162, -2.48628, -0.31310], [0.09750, -3.42575, 1.07283], [-0.14158, 2.74436, -0.46634], [3.22867, 0.50339, 0.49188], [1.14299, 3.55214, 0.40399]],
  "atomic_forces_ev_per_a": [[-0.1901, 0.5381, -1.7596], [-1.4149, -1.4736, 4.5437], [0.8995, 0.2588, 0.2427], [-0.0290, 0.2078, -0.9665], [-1.2365, -1.3857, -1.1301], [-0.3212, 0.5019, -1.2471], [-0.5958, 1.8563, 0.1173], [2.9800, -0.4609, -0.8740], [0.6016, 1.0492, 0.6420], [-1.1062, 0.1058, 0.4926], [-1.0333, 0.1115, 0.7217], [-0.1455, -1.2560, -0.0881], [0.1069, 0.7337, 0.0506], [-0.2869, -0.7037, -0.1229], [0.3138, 0.2707, -0.7628], [0.5471, -1.0559, 0.2689], [-0.0511, 0.0626, 0.0505], [0.7994, -0.3003, 0.4598], [-0.0272, -0.0139, -0.0239], [0.2379, 0.7957, -0.8869], [0.4290, -0.6336, -0.6026], [0.7587, 0.5019, -0.0311], [-0.0222, -0.0608, 0.1213], [-0.0236, 0.0311, -0.0291], [-0.1152, -0.1101, -0.1255], [-0.1351, -0.0241, 0.1807], [-0.0053, -0.0128, -0.0180], [-0.0420, 0.0905, 0.1005], [-0.0973, -0.0868, -0.0202], [-0.0900, 0.1737, 0.0877], [-0.0823, -0.2122, 0.0878], [0.1221, -0.1173, -0.0324], [0.0549, -0.0793, 0.1038], [-0.0907, 0.2856, 0.0045], [-0.0416, 0.1420, 0.0328], [-0.0618, 0.0538, 0.1508], [0.0153, 0.0634, -0.1158], [0.1046, 0.1049, 0.1516], [-0.1576, -0.0292, -0.0323], [-0.0988, 0.0954, -0.0601], [-0.0574, 0.0867, -0.1075], [-0.1340, 0.1720, 0.2668], [-0.1367, 0.0981, -0.0503], [-0.0312, -0.0719, 0.0950], [-0.0005, -0.1216, 0.0148], [-0.1099, -0.1816, 0.0988]],
  "nbo_charge": [1.769, 3.392, -0.492, -0.484, -0.560, -0.584, -0.585, -0.963, -0.604, -0.631, -0.607, -0.599, -0.239, -0.244, -0.266, -0.245, -0.456, -0.265, -0.458, -0.249, -0.240, -0.245, 0.285, 0.247, 0.276, 0.460, 0.245, 0.218, 0.214, 0.267, 0.263, 0.427, 0.245, 0.266, 0.228, 0.275, 0.430, 0.275, 0.274, 0.286, 0.251, 0.467, 0.231, 0.228, 0.226, 0.270]
}

---

{
  "formula": "C4H4Cl3O2P",
  "method": "the ωB97M-V functional and the def2-TZVPD basis",
  "orbital_gap_ha": 0.3217,
  "e_homo_ev": -8.590,
  "de_lowest_kcal_mol": 66.2,
  "symbols": ["Cl", "Cl", "Cl", "P", "O", "O", "C", "C", "C", "C", "H", "H", "H", "H"],
  "xyz": [[0.60919, -0.19051, -1.74760], [1.39982, -3.26575, -0.89870], [0.61456, -2.98373, 1.94578], [1.44725, -1.94939, 0.48578], [0.11471, 0.29682, 0.97684], [2.71824, -1.30515, 0.80390], [-1.48121, 1.17369, -0.60788], [-0.04491, -0.64085, 0.01417], [-1.17254, -0.25337, -1.04140], [-0.32289, 1.53069, 0.43103], [-1.26219, 1.74693, -1.44467], [-0.72003, 2.31626, 1.25985], [0.47028, 2.10085, -0.00942], [-2.37028, 1.42352, -0.16767]],
  "atomic_forces_ev_per_a": [[1.1013, 0.8807, -1.5769], [0.2286, -1.2061, -1.7915], [-0.2676, -0.1082, 0.9540], [-1.8587, 2.0765, 0.7086], [0.4674, -0.1117, -0.5750], [-0.5052, -0.0673, -0.3272], [4.6954, -0.9764, 1.2768], [-0.2146, 0.2513, 0.4637], [0.5056, -2.0593, 2.0848], [-2.9658, 2.8159, 1.6204], [-0.2421, 1.3758, -1.6464], [0.8210, -2.3659, -1.4241], [0.8333, -0.3248, -0.4273], [-2.5985, -0.1806, 0.6602]],
  "nbo_charge": [0.074, -0.180, -0.224, 1.717, -0.505, -0.999, -0.519, 0.058, -0.186, -0.097, 0.233, 0.200, 0.192, 0.234]
}

---

Total energy
In order: -535.07732, -1534.21782, -2027.11818
Unit: a.u.
Max |F|
In order: 0.22, 4.98, 4.96
Unit: eV Å⁻¹